Record 1
{
  "formula": "C3H10O3",
  "method": "ωB97M-V with the def2-TZVPD basis set",
  "energy_ev": -9414.5007,
  "homo_lumo_gap_ha": 0.3829,
  "fmax_ev_per_a": 2.1,
  "homo_ha": -0.366,
  "smiles": "OCCCO.O",
  "relative_energy_kcal_mol": 23.8,
  "symbols": ["H", "H", "H", "H", "C", "H", "H", "O", "H", "O", "H", "H", "O", "C", "H", "C"],
  "xyz": [[0.02659, -2.09838, 0.66541], [-1.86833, -3.82139, -0.88092], [4.45178, 5.30178, 0.01892], [-2.56843, -1.85492, -0.78467], [-0.36839, 0.00757, 0.35176], [0.59602, 0.25603, -0.08222], [3.05167, 4.68026, 0.16299], [3.64097, 5.08607, -0.45030], [-1.15469, -1.24640, -1.77473], [-0.19874, 0.31766, 1.77404], [-1.57473, -1.59102, 1.05291], [0.56828, 0.89944, 1.84457], [-1.16360, -3.25652, -1.24020], [-0.76452, -1.43397, 0.33183], [-1.17249, 0.65021, -0.01381], [-1.50139, -1.89643, -0.97558]],
  "atomic_forces_ev_per_a": [[0.3, -0.1, -0.5], [0.5, 0.3, -0.2], [-0.1, -0.1, 0.1], [-0.2, 0.6, -0.4], [0.1, 0.4, 2.0], [-0.1, -0.3, -0.8], [-0.5, -0.4, 0.8], [0.6, 0.5, -0.9], [-0.4, -0.3, -0.5], [0.2, 0.3, -0.4], [0.4, 0.4, 0.6], [-0.3, -0.1, 0.1], [-0.4, -0.3, -0.3], [-1.7, -0.7, -0.5], [0.2, 0.0, -0.4], [1.5, -0.4, 1.3]]
}

Record 2
{
  "formula": "C33H49N4O2PPdSe3Te",
  "method": "ωB97M-V with the def2-TZVPD basis set",
  "energy_ev": -261157.2474,
  "homo_lumo_gap_ha": [0.2377, 0.1988],
  "s2": 6.152,
  "fmax_ev_per_a": 1.7,
  "charge": 2,
  "homo_ha": [-0.472, -0.482],
  "spin_multiplicity": 5,
  "symbols": ["C", "C", "H", "H", "H", "H", "H", "H", "H", "Te", "C", "C", "H", "Se", "N", "Se", "H", "C", "H", "C", "Se", "H", "H", "C", "C", "C", "C", "C", "C", "C", "C", "H", "C", "H", "Pd", "C", "C", "H", "N", "C", "C", "N", "H", "C", "H", "C", "H", "H", "H", "H", "H", "H", "H", "O", "H", "C", "H", "P", "H", "C", "H", "H", "C", "H", "H", "H", "H", "C", "C", "H", "H", "N", "C", "H", "H", "C", "C", "H", "C", "H", "C", "H", "H", "H", "H", "H", "H", "C", "H", "H", "O", "H", "C", "H"],
  "xyz": [[1.62763, -1.91522, 0.82442], [-0.35027, 0.65028, 2.57132], [-4.56637, 1.24518, 2.27832], [3.43903, 0.52728, 0.64462], [-0.29317, -1.51702, 3.62822], [2.67483, 2.90248, 4.38702], [-4.40387, 0.50248, 0.68302], [3.74383, 0.05258, 4.10332], [-5.75897, 1.10258, -3.97308], [-1.41757, -1.85762, -1.79958], [-1.25417, 2.14898, 4.76112], [0.71533, 0.96538, -5.08778], [2.54903, 0.53968, 5.29952], [-2.26097, 2.02318, -3.58808], [-5.20277, 0.44128, -4.54188], [-1.70107, -3.10622, 0.19262], [5.49313, 1.42348, -4.36508], [4.98113, 1.05278, -2.32448], [-4.23617, 0.82638, -4.56518], [0.70133, -1.28852, 1.73582], [-1.53417, 2.22468, -1.51168], [-6.20347, -1.25592, -3.78088], [-6.37627, -1.15012, 0.51182], [2.76013, 2.49308, 3.38512], [2.14233, -3.17862, 1.16382], [5.46483, -0.12842, 0.48502], [-2.76157, 0.05508, 2.00062], [-2.15997, 1.56778, 3.89022], [4.32213, 0.79208, 0.05182], [2.42763, 0.47198, -3.27788], [0.39763, -1.98592, 2.94372], [5.96723, 1.29028, -1.96278], [1.10513, -1.37232, -4.27578], [2.85113, -3.63722, 0.48982], [-0.11187, 0.17568, -0.84198], [2.22613, -1.28932, -0.31438], [0.58113, 1.24168, 3.47142], [0.18423, -1.64352, -4.79118], [0.11823, -0.10882, 1.51112], [-1.73897, 0.81058, 2.81102], [3.43813, 0.87938, -4.13458], [1.80233, -0.28292, -1.01548], [6.40383, 0.16798, 0.02642], [4.00363, 0.66958, -1.41818], [3.17443, -1.73112, -0.62088], [2.67803, 0.16058, 4.28982], [2.21333, -0.82162, 4.23082], [-5.58197, -2.65152, -1.81588], [-1.60207, 2.73158, 5.60082], [-4.59797, -2.24772, -0.40058], [5.58233, -0.07662, 1.56512], [4.95103, 2.36938, 1.38972], [0.29303, 0.28158, -3.09928], [-5.61877, 0.69888, -1.79148], [-0.33307, 0.81438, -5.34118], [2.07103, 1.13098, 3.26962], [-3.21577, 1.67938, 4.07662], [-4.52017, -0.43342, -2.08178], [-5.58317, 0.39398, -5.49258], [4.66143, 2.25778, 0.34962], [5.26213, -1.16242, 0.21182], [0.80033, 2.38368, 5.25052], [1.77443, -3.84162, 2.31112], [-2.60297, -1.79292, 3.13652], [-4.54517, -1.56612, -4.35318], [-4.11207, -1.61242, 2.25522], [-7.33607, -1.89012, -0.60058], [-3.86247, 0.98888, 1.49152], [-3.36567, -1.07712, 2.83832], [3.23293, 0.97378, -5.18608], [1.93673, -1.55912, -4.95238], [-6.51577, -1.31112, -0.47898], [0.89863, -3.22772, 3.21282], [0.61543, -3.73472, 4.12212], [-3.84177, -0.68042, 3.73262], [-5.33647, -1.85882, -1.11048], [0.10053, 1.95678, 4.55282], [3.81893, 2.38148, 3.17302], [-5.18797, -0.85802, -3.83428], [1.23643, -2.01982, -3.40558], [1.08673, 0.10748, -3.87788], [2.33593, 3.20708, 2.68292], [2.16893, -4.82352, 2.51752], [-2.25697, -0.39582, 1.13422], [3.79893, 2.89308, 0.15542], [2.25973, 0.74228, 2.26312], [5.48583, 2.60648, -0.26528], [4.71613, 1.13938, -3.67478], [-3.43807, 1.91148, 1.09932], [-6.34067, 0.26948, -1.24708], [-2.03357, 0.74778, -0.81288], [0.86003, 2.02438, -4.88408], [2.72503, 0.30798, -1.90708], [1.30103, 0.68818, -5.96028]],
  "atomic_forces_ev_per_a": [[-0.5, -0.5, 0.8], [-0.5, 0.8, 1.3], [-0.1, 0.0, 0.1], [0.2, 0.1, -0.1], [0.0, 0.0, 0.1], [0.0, 0.0, 0.1], [-0.2, 0.0, -0.1], [0.1, 0.0, 0.0], [0.1, -0.1, -0.2], [-0.1, -1.2, 0.1], [0.0, -0.2, -0.2], [0.0, 0.0, 0.3], [0.0, 0.0, 0.2], [0.3, 0.5, -0.5], [0.1, 0.5, -0.2], [0.0, 0.1, -0.4], [0.1, 0.1, -0.1], [-0.1, -0.1, -0.2], [-0.5, -0.1, 0.0], [0.4, -0.5, 0.5], [-0.5, 0.9, -0.3], [0.0, 0.1, -0.1], [-0.1, -0.1, -0.1], [-0.1, -0.2, -0.2], [-0.1, 0.7, -0.5], [-0.3, 0.1, 0.0], [0.0, 0.0, -0.2], [0.2, 0.1, 0.1], [0.2, 0.0, 0.2], [-0.1, -0.1, 0.3], [-0.1, 0.3, -0.1], [0.2, 0.1, 0.1], [-0.1, 0.1, 0.2], [0.1, 0.0, 0.0], [-0.3, 0.5, 1.1], [0.3, 0.5, -1.0], [-0.2, -0.3, -0.4], [-0.1, -0.1, 0.0], [0.1, -0.2, -1.7], [0.4, -0.2, -0.4], [0.0, 0.0, 0.2], [0.1, -1.2, 0.8], [0.1, 0.0, -0.1], [-0.6, -0.1, 0.0], [0.1, 0.1, 0.0], [0.0, 0.0, -0.3], [0.1, 0.0, 0.1], [0.0, -0.1, 0.1], [0.0, 0.0, 0.1], [-0.1, 0.0, -0.1], [0.1, 0.0, 0.1], [0.0, 0.1, 0.1], [0.5, -0.2, -0.6], [-0.4, 0.9, 0.2], [0.0, -0.1, -0.1], [0.2, 0.0, 0.2], [-0.2, 0.0, 0.0], [0.2, -1.0, -0.6], [0.1, 0.0, 0.2], [-0.2, -0.2, 0.1], [0.1, -0.1, 0.0], [0.1, 0.1, 0.1], [-0.2, -0.1, 0.4], [0.0, -0.1, 0.1], [0.0, 0.1, -0.1], [-0.1, -0.1, 0.0], [0.0, 0.0, 0.1], [0.3, -0.1, -0.1], [0.1, 0.2, -0.2], [0.0, 0.0, -0.2], [0.0, 0.0, -0.1], [-0.4, -0.1, 0.3], [0.2, -0.3, -0.1], [0.0, -0.1, 0.1], [0.0, 0.0, 0.1], [0.5, 0.2, -0.3], [-0.2, 0.1, 0.0], [0.1, 0.0, 0.0], [0.1, -0.7, 1.0], [0.0, -0.1, 0.0], [-0.3, -0.1, 0.2], [0.0, 0.1, -0.1], [0.1, -0.1, 0.0], [-0.2, 0.2, 0.3], [0.0, 0.1, 0.0], [0.0, 0.1, 0.1], [0.1, 0.0, 0.0], [-0.1, -0.1, 0.1], [-0.1, 0.0, 0.0], [-0.1, -0.1, 0.0], [0.4, 0.0, 0.8], [0.0, 0.1, 0.0], [1.0, 0.4, -0.9], [0.0, 0.0, -0.1]]
}

Record 3
{
  "formula": "C7H6O3S",
  "method": "ωB97M-V with the def2-TZVPD basis set",
  "energy_ev": -24326.6418,
  "homo_lumo_gap_ha": 0.3073,
  "fmax_ev_per_a": 4.9,
  "homo_ha": -0.329,
  "relative_energy_kcal_mol": 144.7,
  "symbols": ["H", "C", "H", "S", "H", "H", "C", "C", "C", "C", "O", "H", "O", "C", "C", "O", "H"],
  "xyz": [[2.48827, 0.45911, -1.38876], [-1.66990, 0.43392, 0.79120], [1.46080, -1.04629, 1.24412], [-0.49184, 1.56001, -0.30481], [-2.26636, 0.97306, 1.49187], [1.09977, 0.73380, 1.74712], [-0.72943, -0.88198, -0.51959], [0.80889, -0.20713, 1.07688], [0.55764, 0.03927, -0.37679], [1.63012, -0.28312, -1.28546], [-0.80460, -1.81339, 0.48748], [2.18907, -1.21597, -0.84285], [-3.01685, -0.04892, -1.22820], [-2.05934, -0.16772, -0.45927], [-0.61335, -0.65066, 1.21564], [0.10800, 2.54000, 0.59238], [1.30911, -0.42401, -2.24097]],
  "atomic_forces_ev_per_a": [[-1.2, -0.4, 0.5], [1.2, -0.1, 0.3], [0.4, -0.1, 0.2], [0.1, 1.1, -0.1], [-0.3, 0.5, 0.4], [-0.6, -2.0, -1.6], [0.6, -0.7, 0.4], [0.6, 1.9, 2.3], [-1.4, 0.1, 1.1], [4.7, 0.0, 1.4], [-0.1, -1.7, 0.5], [-1.3, 1.4, -1.2], [2.4, -0.5, 1.8], [-3.4, -0.2, -2.6], [-1.4, 0.8, -1.1], [0.6, 0.8, 0.4], [-1.0, -0.9, -2.7]]
}

Record 4
{
  "formula": "C3H10O2",
  "method": "ωB97M-V with the def2-TZVPD basis set",
  "energy_ev": -7367.9341,
  "homo_lumo_gap_ha": 0.3932,
  "fmax_ev_per_a": 1.2,
  "homo_ha": -0.373,
  "smiles": "CC(C)O.O",
  "relative_energy_kcal_mol": 3.3,
  "symbols": ["H", "O", "C", "H", "C", "H", "O", "H", "H", "H", "H", "H", "C", "H", "H"],
  "xyz": [[1.40673, -0.42065, 0.02791], [2.45355, 1.01348, 2.33170], [-0.74530, -0.60242, -0.29361], [2.70853, 1.89471, 2.68761], [-1.75349, -0.36969, -1.41585], [0.75242, 0.84649, -1.05632], [-1.13711, 0.20133, 0.84352], [-0.37234, 0.30066, 1.44822], [-1.57221, -1.00994, -2.29552], [-2.80105, -0.49968, -1.09599], [-1.60341, 0.68277, -1.70980], [-0.71191, -1.67161, -0.00103], [0.67642, -0.21683, -0.77316], [1.76429, 0.68522, 2.95252], [0.93488, -0.83379, -1.65018]],
  "atomic_forces_ev_per_a": [[-0.2, 0.1, -0.3], [-0.5, 0.5, 1.0], [0.7, 0.0, -0.1], [-0.3, -0.9, -0.4], [-0.1, 0.5, 0.2], [-0.2, -0.4, 0.2], [0.5, -0.2, 0.0], [-0.6, -0.2, -0.7], [0.1, 0.2, 0.5], [0.5, 0.0, 0.0], [-0.3, -0.3, -0.1], [-0.2, 0.4, 0.0], [-0.2, -0.3, 0.2], [0.8, 0.4, -0.6], [0.0, 0.2, 0.3]]
}